Entry 1:
The following is a DFT calculation (the ωB97M-V functional and the def2-TZVPD basis) of C30H33N3O3 in the gas phase.

Each atom is followed by the atoms it is bonded to, with distances in Å.
CARTESIAN COORDINATES (ANGSTROEM)
1 O -2.809 -3.510 1.245  C2 1.216
2 C -2.593 -2.660 0.403  O1 1.216, N3 1.365, C59 1.494
3 N -1.363 -2.386 -0.119  C2 1.365, C4 1.384, H58 1.020
4 C -0.133 -2.937 0.200  N3 1.384, C5 1.396, C9 1.413
5 C -0.016 -4.103 0.957  C4 1.396, C6 1.379, H57 1.077
6 C 1.224 -4.645 1.223  C5 1.379, C7 1.387, H56 1.079
7 C 2.374 -4.043 0.735  C6 1.387, C8 1.380, H55 1.079
8 C 2.276 -2.874 0.007  C7 1.380, C9 1.395, H54 1.081
9 C 1.037 -2.291 -0.258  C4 1.413, C8 1.395, C10 1.481
10 C 0.951 -1.010 -0.995  C9 1.481, O11 1.238, N12 1.341
11 O -0.044 -0.669 -1.650  C10 1.238
12 N 2.012 -0.198 -0.883  C10 1.341, H13 1.010, C14 1.449
13 H 2.768 -0.434 -0.257  N12 1.010
14 C 2.150 1.069 -1.573  N12 1.449, C15 1.551, H39 1.098, C40 1.539
15 C 1.437 2.195 -0.778  C14 1.551, O16 1.213, N17 1.339
16 O 2.017 3.158 -0.323  C15 1.213
17 N 0.120 1.975 -0.680  C15 1.339, H18 1.015, C19 1.451
18 H -0.262 1.146 -1.123  N17 1.015
19 C -0.792 2.824 0.064  N17 1.451, C20 1.535, C26 1.534, H38 1.095
20 C -1.314 2.078 1.301  C19 1.535, H21 1.094, C22 1.528, H37 1.091
21 H -0.540 1.371 1.613  C20 1.094
22 C -1.596 3.021 2.469  C20 1.528, C23 1.526, H35 1.093, H36 1.092
23 C -2.863 3.856 2.312  C22 1.526, C24 1.528, H33 1.093, H34 1.093
24 C -2.929 4.677 1.024  C23 1.528, C25 1.530, H31 1.091, H32 1.093
25 C -3.167 3.813 -0.215  C24 1.530, C26 1.530, H29 1.093, H30 1.092
26 C -1.892 3.305 -0.891  C19 1.534, C25 1.530, H27 1.092, H28 1.094
27 H -1.471 4.097 -1.514  C26 1.092
28 H -2.158 2.478 -1.555  C26 1.094
29 H -3.722 4.391 -0.958  C25 1.093
30 H -3.798 2.968 0.068  C25 1.092
31 H -2.016 5.263 0.905  C24 1.091
32 H -3.758 5.382 1.121  C24 1.093
33 H -2.930 4.534 3.167  C23 1.093
34 H -3.735 3.197 2.351  C23 1.093
35 H -1.691 2.428 3.382  C22 1.093
36 H -0.737 3.684 2.599  C22 1.092
37 H -2.207 1.502 1.055  C20 1.091
38 H -0.188 3.673 0.399  C19 1.095
39 H 1.621 0.979 -2.531  C14 1.098
40 C 3.634 1.391 -1.821  C14 1.539, C41 1.505, H52 1.091, H53 1.091
41 C 4.523 0.901 -0.709  C40 1.505, C42 1.390, C46 1.391
42 C 4.628 1.610 0.482  C41 1.390, C43 1.384, H51 1.079
43 C 5.418 1.133 1.513  C42 1.384, C44 1.385, H50 1.080
44 C 6.111 -0.058 1.369  C43 1.385, C45 1.384, H49 1.080
45 C 6.014 -0.770 0.186  C44 1.384, C46 1.384, H48 1.080
46 C 5.224 -0.293 -0.846  C41 1.391, C45 1.384, H47 1.082
47 H 5.156 -0.850 -1.772  C46 1.082
48 H 6.556 -1.697 0.064  C45 1.080
49 H 6.728 -0.428 2.174  C44 1.080
50 H 5.494 1.693 2.433  C43 1.080
51 H 4.081 2.534 0.592  C42 1.079
52 H 3.947 0.937 -2.762  C40 1.091
53 H 3.721 2.476 -1.906  C40 1.091
54 H 3.178 -2.426 -0.384  C8 1.081
55 H 3.342 -4.481 0.922  C7 1.079
56 H 1.294 -5.553 1.802  C6 1.079
57 H -0.912 -4.574 1.324  C5 1.077
58 H -1.292 -1.665 -0.837  N3 1.020
59 C -3.693 -1.818 -0.156  C2 1.494, C60 1.393, C64 1.393
60 C -3.499 -0.574 -0.753  C59 1.393, C61 1.384, H69 1.080
61 C -4.584 0.146 -1.221  C60 1.384, C62 1.385, H68 1.080
62 C -5.867 -0.361 -1.103  C61 1.385, C63 1.385, H67 1.080
63 C -6.069 -1.593 -0.504  C62 1.385, C64 1.382, H66 1.080
64 C -4.990 -2.312 -0.029  C59 1.393, C63 1.382, H65 1.080
65 H -5.127 -3.271 0.448  C64 1.080
66 H -7.068 -1.991 -0.406  C63 1.080
67 H -6.708 0.207 -1.474  C62 1.080
68 H -4.428 1.110 -1.683  C61 1.080
69 H -2.512 -0.147 -0.847  C60 1.080

The calculation puts the highest occupied orbital energy at -8.6 eV. Its total charge is 0.

Here are the Löwdin charges for atoms 1 to 2, given in e: O 0.075; C -0.400

Entry 2:
The following is a DFT calculation (the ωB97M-V functional and the def2-TZVPD basis) of C5H7NO in the gas phase.

Each atom is followed by the atoms it is bonded to, with distances in Å.
CARTESIAN COORDINATES (ANGSTROEM)
1 C -1.184 -1.171 0.346  C2 1.534, H8 1.094, H9 1.095, H10 1.094
2 C -0.552 0.210 0.128  C1 1.534, C3 1.548, C6 1.470, H11 1.099
3 C 0.851 0.117 -0.520  C2 1.548, C4 1.512, H12 1.100, H13 1.098
4 C 1.972 0.420 0.449  C3 1.512, O5 1.205, H14 1.112
5 O 1.800 0.854 1.560  C4 1.205
6 C -1.438 1.065 -0.675  C2 1.470, N7 1.158
7 N -2.121 1.756 -1.305  C6 1.158
8 H -2.148 -1.091 0.857  C1 1.094
9 H -0.515 -1.783 0.961  C1 1.095
10 H -1.344 -1.675 -0.612  C1 1.094
11 H -0.448 0.699 1.107  C2 1.099
12 H 1.025 -0.873 -0.967  C3 1.100
13 H 0.969 0.823 -1.352  C3 1.098
14 H 2.993 0.208 0.065  C4 1.112

The calculation puts the highest occupied orbital energy at -10.5 eV. Its total charge is 0.

Here are the Löwdin charges for atoms 1 to 2, given in e: C -0.060; C -0.355

Entry 3:
The following is a DFT calculation (the ωB97M-V functional and the def2-TZVPD basis) of ClH4N2PS in the gas phase.

Each atom is followed by the atoms it is bonded to, with distances in Å.
CARTESIAN COORDINATES (ANGSTROEM)
1 N -0.426 -0.054 -1.326  P3 1.640, H6 1.056, H7 0.964
2 N -0.655 0.130 1.190  P3 1.717, H8 1.024, H9 1.033
3 P 0.555 -0.071 -0.012  N1 1.640, N2 1.717, S4 1.929, Cl5 1.952
4 S 1.872 -1.478 0.058  P3 1.929
5 Cl 1.383 1.690 0.148  P3 1.952
6 H -1.398 0.314 -1.140  N1 1.056
7 H 0.050 -0.120 -2.163  N1 0.964
8 H -0.236 0.366 2.094  N2 1.024
9 H -1.146 -0.778 1.151  N2 1.033

The calculation puts the highest occupied orbital energy at -9.0 eV. Its total charge is 0.

Here are the Löwdin charges for atoms 1 to 2, given in e: N -0.157; N -0.188

Entry 4:
The following is a DFT calculation (the ωB97M-V functional and the def2-TZVPD basis) of C3H5N in the gas phase.

Each atom is followed by the atoms it is bonded to, with distances in Å.
CARTESIAN COORDINATES (ANGSTROEM)
1 C 0.394 0.488 0.450  C2 1.321, N4 1.424, H5 1.122
2 C 1.453 0.303 -0.318  C1 1.321, H6 1.086, H7 1.085
3 C -1.580 -0.544 -0.088  N4 1.305, H8 1.145, H9 1.047
4 N -0.899 0.568 -0.139  C1 1.424, C3 1.305
5 H 0.798 0.901 1.413  C1 1.122
6 H 2.410 0.153 0.172  C2 1.086
7 H 1.344 0.066 -1.371  C2 1.085
8 H -2.368 -0.675 0.732  C3 1.145
9 H -1.551 -1.260 -0.851  C3 1.047

The calculation puts the highest occupied orbital energy at -8.2 eV. Its total charge is 0.

Here are the Löwdin charges for atoms 1 to 2, given in e: C -0.302; C -0.028